The following is a quantum chemistry calculation of a structure of composition C33H34Cl3N6O5PPdSSe, from the Open Molecules 2025 dataset.

```
! RIJCOSX wB97M-V def2-TZVPD def2/J DEFGRID3
* xyz 0 1
Pd 0.09848 -0.03844 0.18449
C -2.63876 -0.65303 3.62395
C -3.13720 -1.93201 3.36465
C -2.89230 -2.49911 2.12644
C -2.17357 -1.78775 1.17051
N -1.72845 -0.53469 1.42675
C -1.95861 0.00648 2.62409
C -1.79351 -2.30803 -0.13544
C -2.48996 -3.32203 -0.79907
C -2.00426 -3.83174 -1.98758
C -0.83204 -3.33476 -2.53713
C -0.17160 -2.27863 -1.91890
C -0.63246 -1.76506 -0.71724
H -2.81385 -0.17099 4.57293
H -3.70518 -2.46227 4.11381
H -3.24258 -3.49150 1.89162
H -1.60228 1.02619 2.74615
H -3.42080 -3.69623 -0.39632
H -2.53698 -4.62574 -2.49208
H -0.43624 -3.76667 -3.44649
H 0.73422 -1.86995 -2.35851
C -1.61239 4.02600 -2.68832
N -1.63129 2.58116 -3.15015
C -3.06801 2.14439 -3.28313
N -3.77301 2.31777 -2.06563
C -3.72739 3.71118 -1.65301
N -2.36759 4.19557 -1.50477
C -1.68952 3.63558 -0.35347
P -1.50552 1.76818 -0.43567
C -0.88753 1.71746 -2.20228
C -3.29318 1.43464 -1.00669
H -2.03617 4.63282 -3.49498
H -0.56626 4.29660 -2.50832
H -1.15535 2.53060 -4.05186
H -3.08263 1.09027 -3.57445
H -3.53293 2.75726 -4.06592
H -4.24146 3.80595 -0.69524
H -4.24666 4.32143 -2.40312
H -2.23578 3.90623 0.55311
H -0.68285 4.05502 -0.28944
H -0.92114 0.67323 -2.54485
H 0.15525 2.04717 -2.20675
H -3.97562 1.53112 -0.15883
H -3.35123 0.39661 -1.35113
O 1.66495 3.18906 -1.81289
Se 1.89563 2.07953 -0.66184
O 0.61123 2.24565 0.39081
O 1.71354 0.59156 -1.30052
O 3.29440 2.27709 0.03985
Cl 2.21578 2.59099 11.36053
C 2.28239 2.34801 9.65299
C 1.10868 2.26884 8.92002
C 1.18521 2.08062 7.55383
C 2.40504 1.97296 6.90027
C 2.43793 1.77576 5.39892
C 2.52009 0.26392 5.10880
N 2.48015 -0.01165 3.70205
C 3.50204 0.10202 2.80112
C 3.00363 -0.29103 1.59377
N 1.69313 -0.63057 1.74427
C 1.40360 -0.43357 3.01209
O 1.27242 2.27066 4.78095
C 1.24550 3.68718 4.65969
C 2.09139 4.19614 3.52806
C 3.39227 4.60411 3.61348
Cl 4.32971 4.76616 5.04222
S 4.04882 5.07476 2.07793
C 2.55200 4.73449 1.31506
C 1.62489 4.28396 2.19179
C 3.56715 2.03578 7.66250
Cl 5.10590 1.86438 6.90379
C 3.51672 2.22487 9.03489
H 0.15413 2.35264 9.41558
H 0.28543 2.01707 6.96125
H 3.32610 2.26311 4.97739
H 1.66730 -0.22860 5.58306
H 3.44612 -0.13100 5.53594
H 4.47385 0.45564 3.07336
H 3.50210 -0.35658 0.64533
H 0.45118 -0.62671 3.47006
H 1.55849 4.15055 5.60491
H 0.19622 3.92911 4.46867
H 2.46742 4.85030 0.25294
H 0.63297 3.98916 1.90750
H 4.42701 2.27293 9.61182
*
```

* E_tot: -6631.91229 a.u.
* HOMO energy (spin up / spin down): -6.6 / -6.8 eV
* M: 949.452 g/mol
* E_LUMO (spin up / spin down): -0.04 / -0.09 eV
* gap between HOMO and LUMO (spin up / spin down): 6.571 / 6.711 eV